# 1
Molecular formula: C5H11NO2S
Method: DFT, wB97M-V/def2-TZVPD

## Properties
LUMO (alpha / beta), eV: -0.54 / -0.54
Net charge: 0
HOMO level (alpha / beta), eV: -9.2 / -9.2
Kohn-Sham gap (alpha / beta), eV: 8.7 / 8.7
DFT total energy, Ha: -800.37412
Energy above the lowest of the compared OMol25 structures with the same formula, charge and spin, kcal/mol: 115.17

Last column: Mulliken charge in e.
CARTESIAN COORDINATES (ANGSTROEM)
1 C 2.1456 -1.2708 -0.5907  -0.868
2 C 0.8178 -1.1069 -0.5803  -0.360
3 C 0.8626 1.4310 -0.2390  -1.675
4 C -0.8096 -0.2029 2.1964  -1.043
5 C 0.1602 0.1474 -0.4914  0.427
6 N -0.9280 0.3870 -2.3788  -0.634
7 O -2.1148 1.2766 0.4080  -0.656
8 O -2.1345 -1.1298 0.2212  -0.664
9 S -1.4129 0.0492 0.5087  1.316
10 H 2.4873 -2.2681 -0.3150  0.300
11 H 2.8690 -0.4766 -0.5057  0.313
12 H 0.1824 -1.8849 -0.7543  0.518
13 H 1.4306 1.1611 0.6777  0.414
14 H 1.4448 1.5871 -1.0194  0.560
15 H 0.2025 2.2760 -0.0860  0.349
16 H -1.0583 0.6225 2.7970  0.332
17 H -1.3207 -1.1014 2.3584  0.432
18 H 0.2460 -0.3191 2.0003  0.314
19 H -1.6001 -0.3869 -2.2269  0.308
20 H -1.4698 1.2093 -1.9801  0.317

---

# 2
Molecular formula: C34H34N4O4
Method: DFT, wB97M-V/def2-TZVPD

## Properties
LUMO, eV: 0.32
Net charge: 0
SMILES: C/C=C\C=C\C(=O)N1C[C@@]2(CC(c3cccc(NC(=O)CC(c4ccccc4)c4ccccc4)c3)=NO2)C[C@H]1C(N)=O
HOMO level, eV: -8.3
Kohn-Sham gap, eV: 8.6
DFT total energy, Ha: -1836.02008
Energy above the lowest of the compared OMol25 structures with the same formula, charge and spin, kcal/mol: 14.93

Last column: Mulliken charge in e.
CARTESIAN COORDINATES (ANGSTROEM)
1 C 3.6067 3.2035 4.7907  -1.150
2 C 4.9610 2.6652 5.0982  -0.130
3 C 5.7155 1.8666 4.3385  -0.428
4 C 5.3710 1.3400 3.0409  0.289
5 C 6.1871 0.5537 2.3345  -1.032
6 C 5.9108 0.0788 0.9599  0.865
7 O 6.6279 0.4105 0.0198  -0.762
8 N 4.8375 -0.7172 0.7776  0.235
9 C 4.0141 -1.2809 1.8283  -1.688
10 C 3.0289 -2.2192 1.1120  2.238
11 C 1.6257 -1.6367 0.8857  -0.646
12 C 0.7779 -2.6630 1.6008  0.062
13 C -0.6685 -2.6343 1.6896  0.254
14 C -1.3445 -3.6615 2.3536  -0.923
15 C -2.7218 -3.6392 2.4327  -0.788
16 C -3.4518 -2.6077 1.8653  -0.622
17 C -2.7877 -1.5802 1.2020  0.388
18 N -3.4579 -0.5072 0.6084  -0.003
19 C -4.7791 -0.4104 0.2755  0.120
20 O -5.6297 -1.2092 0.5943  -0.656
21 C -5.0787 0.8156 -0.5715  -1.223
22 C -4.7427 0.5121 -2.0458  0.633
23 C -5.1690 1.5979 -3.0089  -0.539
24 C -5.5488 2.8729 -2.6157  0.029
25 C -5.8957 3.8266 -3.5592  -0.811
26 C -5.8632 3.5219 -4.9073  -0.433
27 C -5.4812 2.2529 -5.3104  -0.679
28 C -5.1377 1.3024 -4.3687  -0.358
29 C -3.2576 0.2661 -2.1988  -0.371
30 C -2.7609 -1.0208 -2.3622  0.113
31 C -1.3967 -1.2445 -2.4341  -0.751
32 C -0.5097 -0.1839 -2.3504  -0.430
33 C -0.9995 1.1039 -2.2023  -1.087
34 C -2.3626 1.3285 -2.1266  0.276
35 C -1.3982 -1.5969 1.1174  0.088
36 N 1.4788 -3.5806 2.1431  -0.708
37 O 2.8065 -3.3922 1.9223  -0.390
38 C 3.7785 -2.6010 -0.1717  -1.745
39 C 4.6009 -1.3659 -0.5104  0.001
40 C 3.8646 -0.4165 -1.4798  0.210
41 N 4.6153 0.6253 -1.8497  -0.287
42 O 2.7319 -0.6171 -1.8680  -0.655
43 H 3.2520 2.9125 3.8072  0.333
44 H 3.6245 4.2920 4.8463  0.309
45 H 2.8942 2.8528 5.5380  0.300
46 H 5.3520 2.9752 6.0591  0.370
47 H 6.6865 1.5654 4.7099  0.303
48 H 4.4098 1.6145 2.6286  0.254
49 H 7.1824 0.3288 2.6933  0.374
50 H 3.4948 -0.5049 2.3930  0.492
51 H 4.6213 -1.8681 2.5275  0.288
52 H 1.3794 -1.5625 -0.1733  0.117
53 H 1.5068 -0.6493 1.3357  0.529
54 H -0.7672 -4.4589 2.7918  0.516
55 H -3.2432 -4.4343 2.9438  0.384
56 H -4.5269 -2.5965 1.9225  0.577
57 H -2.8440 0.1907 0.2086  0.155
58 H -4.4995 1.6687 -0.2149  0.421
59 H -6.1439 1.0327 -0.4840  0.652
60 H -5.2759 -0.4064 -2.3183  0.617
61 H -5.5846 3.1389 -1.5703  0.370
62 H -6.1921 4.8137 -3.2348  0.394
63 H -6.1341 4.2672 -5.6402  0.383
64 H -5.4522 2.0039 -6.3610  0.386
65 H -4.8368 0.3140 -4.6864  0.391
66 H -3.4468 -1.8542 -2.4199  0.433
67 H -1.0249 -2.2514 -2.5524  0.417
68 H 0.5539 -0.3559 -2.4006  0.684
69 H -0.3146 1.9375 -2.1447  0.419
70 H -2.7397 2.3361 -2.0174  0.492
71 H -0.8927 -0.8001 0.5902  0.325
72 H 3.0984 -2.8593 -0.9813  0.318
73 H 4.4215 -3.4543 0.0446  0.453
74 H 5.5677 -1.6105 -0.9666  0.550
75 H 5.5423 0.7466 -1.4497  0.238
76 H 4.2338 1.3168 -2.4744  0.247

---

# 3
Molecular formula: C8H11N2O
Method: DFT, wB97M-V/def2-TZVPD

## Properties
LUMO, eV: -5.39
Net charge: +1
HOMO level, eV: -13.2
Kohn-Sham gap, eV: 7.8
DFT total energy, Ha: -495.84609
Energy above the lowest of the compared OMol25 structures with the same formula, charge and spin, kcal/mol: 85.62

Last column: Mulliken charge in e.
CARTESIAN COORDINATES (ANGSTROEM)
1 N 1.3328 1.7811 -0.0021  -0.544
2 N 2.2572 0.7168 -0.0039  -0.048
3 C 3.5755 1.0169 0.0002  0.057
4 O 3.9249 2.1931 0.0025  -0.537
5 H 1.5296 2.3531 0.8196  0.283
6 H 1.5249 2.3511 -0.8262  0.284
7 H 1.9174 -0.2323 -0.0020  0.186
8 H 4.2267 0.1281 0.0005  0.348
9 C -0.8214 0.7394 0.0010  -0.209
10 C -1.1158 0.2096 1.2482  -0.070
11 C -1.5996 -1.0619 1.5540  -0.249
12 C -1.8504 -2.1328 0.6989  -0.270
13 C -1.8522 -2.1351 -0.6922  -0.271
14 C -1.6019 -1.0651 -1.5515  -0.251
15 C -1.1153 0.2082 -1.2468  -0.063
16 H -0.4860 1.7770 -0.0022  0.345
17 H -0.9592 0.8829 2.0967  0.330
18 H -1.8178 -1.2297 2.6142  0.339
19 H -2.1423 -3.0719 1.1854  0.338
20 H -2.1457 -3.0745 -1.1804  0.337
21 H -1.8224 -1.2331 -2.6140  0.337
22 H -0.9590 0.8793 -2.0998  0.328

---

# 4
Molecular formula: C9H13N4OS
Method: DFT, wB97M-V/def2-TZVPD

## Properties
LUMO (alpha / beta), eV: -2.82 / -5.64
Net charge: +1
HOMO level (alpha / beta), eV: -8.0 / -12.2
2S+1: 3
Kohn-Sham gap (alpha / beta), eV: 5.1 / 6.6
DFT total energy, Ha: -1042.72618
Energy above the lowest of the compared OMol25 structures with the same formula, charge and spin, kcal/mol: 35.74

Last column: Löwdin spin population.
CARTESIAN COORDINATES (ANGSTROEM)
1 C -2.8025 0.0104 -3.2475  0.462
2 C -2.0299 -0.9895 -3.8743  0.303
3 C -2.6207 0.3473 -1.8702  0.017
4 C -1.0800 -1.7284 -3.1475  0.072
5 C -1.6839 -0.3602 -1.1403  0.276
6 C -0.8949 -1.3299 -1.8267  0.410
7 C 1.1116 0.2173 2.1094  0.003
8 C 2.2363 1.3391 3.9221  0.000
9 C 1.6640 0.4182 -0.2487  0.005
10 N -1.3471 -0.0056 0.1620  0.088
11 N 2.0538 1.0861 2.4931  0.001
12 N 0.9152 -0.0745 0.8461  0.014
13 N -0.2160 -0.9472 0.6277  0.039
14 O 0.3286 -0.2710 3.0676  0.001
15 S 0.0156 -2.1783 -0.5658  0.264
16 H -3.2948 0.7450 -3.9774  0.018
17 H -1.7978 -0.8847 -4.8763  0.014
18 H -3.0163 1.2640 -1.4190  -0.005
19 H -0.3019 -2.3115 -3.6606  0.001
20 H 1.2591 1.2672 4.3915  0.000
21 H 2.9667 0.5847 4.3009  0.000
22 H 2.4000 2.4649 4.0850  0.000
23 H 1.0453 1.0319 -0.9652  0.001
24 H 2.5328 0.8675 0.0929  0.000
25 H 2.0246 -0.5273 -0.7168  0.003
26 H -2.1041 -0.1376 0.7435  0.011
27 H 2.9347 0.9906 2.0202  0.000
28 H -0.2983 -0.8883 2.6742  0.000

---

# 5
Molecular formula: C32H72BN4O28
Method: DFT, wB97M-V/def2-TZVPD

## Properties
LUMO, eV: 1.85
Net charge: -1
HOMO level, eV: -7.3
Kohn-Sham gap, eV: 9.1
DFT total energy, Ha: -3612.62895
Energy above the lowest of the compared OMol25 structures with the same formula, charge and spin, kcal/mol: 16.94

Last column: Mulliken charge in e.
CARTESIAN COORDINATES (ANGSTROEM)
1 O 2.2572 -1.8161 -0.8427  -0.386
2 C 1.1760 -1.3586 -0.7091  0.631
3 O 0.1713 -1.7088 0.2614  -0.427
4 B -1.0207 -0.8045 0.0388  0.400
5 O -0.7676 -0.1547 -1.2612  -0.075
6 C 0.4843 -0.3810 -1.6482  0.405
7 O 0.9663 -0.0414 -2.7247  -0.685
8 O -1.3840 0.0406 1.1493  0.096
9 C -2.6310 -0.1724 1.6448  0.409
10 O -3.1496 0.4451 2.4988  -0.615
11 C -3.2198 -1.2252 0.6698  -0.064
12 O -2.2603 -1.6183 -0.1523  -0.066
13 O -4.4209 -1.6826 0.6739  -0.705
14 C 5.0350 -2.3873 -2.0412  -0.523
15 N 5.8933 -3.1173 -0.9865  0.898
16 O 5.9218 -4.3350 -1.1192  -0.569
17 O 6.3226 -2.4476 -0.0589  -0.516
18 H 5.1127 -1.3054 -1.9328  0.241
19 H 4.0460 -2.8417 -1.9828  0.131
20 H 5.4660 -2.7828 -2.9609  0.349
21 C -6.4193 0.6437 -0.2648  -0.610
22 N -7.8475 1.1662 -0.0395  0.936
23 O -8.1270 2.1183 -0.7207  -0.545
24 O -8.6168 0.6290 0.7507  -0.571
25 H -5.7866 0.9207 0.5784  0.240
26 H -5.9686 1.0263 -1.1805  0.220
27 H -6.5238 -0.3993 -0.5634  0.324
28 C -1.8136 2.5913 -3.1531  0.353
29 N -2.9747 1.7270 -3.4405  1.008
30 O -4.0492 2.2380 -3.2259  -0.587
31 O -2.8092 0.5739 -3.8989  -0.523
32 H -0.9707 2.1421 -3.6784  -0.211
33 H -1.5955 2.4658 -2.0926  -0.433
34 H -2.0693 3.6187 -3.4123  0.420
35 C -3.6930 -2.6336 -2.9401  -0.698
36 N -4.0875 -3.9376 -3.4769  0.943
37 O -5.1462 -4.4522 -3.0453  -0.551
38 O -3.2099 -4.6019 -4.0510  -0.512
39 H -4.2258 -2.5357 -1.9943  0.297
40 H -3.8566 -1.8714 -3.7019  0.395
41 H -2.6628 -2.7710 -2.6115  0.109
42 C 3.2492 1.7489 -0.0859  -0.558
43 O 2.3593 2.6435 0.6178  -0.519
44 C 1.2801 2.1055 1.4372  0.511
45 C 0.7207 3.0902 2.5065  -0.142
46 O 1.6292 3.5539 3.5749  -0.433
47 C 0.9024 4.5776 4.2876  -0.821
48 H 2.7760 1.4148 -1.0093  0.160
49 H 3.7235 0.9879 0.5337  0.233
50 H 4.1298 2.3296 -0.3606  0.390
51 H 1.5734 1.1637 1.9010  0.314
52 H 0.4120 1.8821 0.8171  -0.389
53 H -0.1494 2.5515 2.8816  0.025
54 H 0.2439 3.9332 2.0063  0.295
55 H 0.6476 5.4569 3.6959  0.352
56 H 1.3940 4.8797 5.2123  0.342
57 H -0.0788 4.2025 4.5786  0.250
58 C 1.6770 1.2616 -9.5082  -0.612
59 O 2.0146 2.5428 -9.0560  -0.355
60 C 2.6049 2.7257 -7.7621  -0.442
61 C 1.4369 3.1399 -6.8503  -0.571
62 O 0.3160 2.2769 -6.5618  -0.396
63 C 0.5685 0.9657 -6.0575  -0.596
64 H 2.6030 0.7024 -9.6424  0.299
65 H 1.3010 1.3497 -10.5275  0.259
66 H 0.8796 0.7308 -8.9881  0.230
67 H 3.3159 3.5517 -7.7440  0.376
68 H 3.1349 1.9140 -7.2637  0.345
69 H 0.9159 4.0022 -7.2664  0.295
70 H 1.7927 3.4318 -5.8622  0.388
71 H -0.3684 0.4517 -5.8427  0.216
72 H 1.1410 1.0127 -5.1312  0.184
73 H 1.2085 0.4282 -6.7573  0.411
74 C 4.6259 -6.1002 3.4937  -0.777
75 O 4.1301 -4.7464 3.4033  -0.308
76 C 4.8055 -3.7739 2.5915  -0.467
77 C 3.8070 -2.6640 2.1245  0.072
78 O 3.4072 -1.7878 3.1629  -0.466
79 C 2.2684 -2.0633 3.9311  -0.261
80 H 4.2897 -6.6368 2.6064  0.307
81 H 4.0462 -6.6239 4.2538  0.250
82 H 5.6887 -6.0853 3.7353  0.299
83 H 5.2765 -4.3213 1.7750  0.436
84 H 5.5255 -3.1708 3.1446  0.230
85 H 2.9757 -3.0638 1.5438  0.150
86 H 4.2560 -1.9328 1.4523  0.086
87 H 1.4441 -1.9407 3.2286  0.027
88 H 2.1584 -1.5694 4.8965  0.152
89 H 2.2056 -3.0958 4.2750  0.263
90 C 2.3752 0.1129 8.6011  -0.831
91 O 1.6200 0.0706 7.4346  -0.276
92 C 1.3798 1.3577 6.9069  -0.952
93 C 0.2989 1.1799 5.8049  1.093
94 O -0.9231 0.8221 6.4126  -0.510
95 C -1.9123 0.5338 5.3787  -0.579
96 H 3.3996 0.4588 8.4628  0.320
97 H 2.4610 -0.8605 9.0841  0.252
98 H 1.8736 0.7651 9.3161  0.336
99 H 2.2702 1.8394 6.5027  0.388
100 H 1.0777 2.0342 7.7064  0.519
101 H 0.6770 0.3062 5.2741  -0.096
102 H 0.2532 2.0102 5.1002  -0.386
103 H -1.6118 -0.2734 4.7107  0.229
104 H -1.9836 1.4300 4.7623  0.184
105 H -2.9046 0.4073 5.8116  0.351
106 C -2.4746 3.3016 0.8058  -0.364
107 O -2.1401 4.6400 0.9019  -0.388
108 C -2.5890 5.4023 2.0083  -0.189
109 C -2.5419 6.8456 1.6145  -0.823
110 O -3.5537 7.1049 0.5927  -0.307
111 C -3.3781 8.3625 -0.0078  -0.710
112 H -3.5390 3.1532 0.6239  0.787
113 H -2.3257 2.7122 1.7104  0.147
114 H -1.9624 2.8895 -0.0636  -0.423
115 H -1.9383 5.3641 2.8820  0.073
116 H -3.6042 5.0338 2.1556  0.476
117 H -1.5129 6.8835 1.2572  0.335
118 H -2.5761 7.6158 2.3850  0.505
119 H -2.4359 8.3128 -0.5535  0.305
120 H -3.2760 9.0978 0.7902  0.278
121 H -4.2393 8.5253 -0.6558  0.224
122 C 1.9032 -5.9746 -2.0886  -0.490
123 O 0.9401 -6.0855 -3.1658  -0.489
124 C -0.4055 -5.7049 -2.8625  0.230
125 C -1.2751 -6.6790 -2.0880  -0.645
126 O -1.2231 -6.4012 -0.6508  -0.418
127 C -1.8785 -5.2770 -0.1178  -0.348
128 H 2.9352 -6.0439 -2.4324  0.250
129 H 1.7285 -6.9069 -1.5515  0.297
130 H 1.7900 -5.0889 -1.4634  0.096
131 H -0.8978 -5.7615 -3.8334  0.172
132 H -0.4749 -4.6928 -2.4638  0.039
133 H -0.8419 -7.6450 -2.3477  0.359
134 H -2.3099 -6.6864 -2.4306  0.382
135 H -1.5389 -5.1704 0.9125  0.294
136 H -2.9408 -5.3971 -0.3303  0.322
137 H -1.5845 -4.3194 -0.5473  0.009

---

# 6
Molecular formula: BrClHIN2
Method: DFT, wB97M-V/def2-TZVPD

## Properties
LUMO, eV: -0.28
Net charge: 0
HOMO level, eV: -10.0
Kohn-Sham gap, eV: 9.7
DFT total energy, Ha: -3441.89964
Energy above the lowest of the compared OMol25 structures with the same formula, charge and spin, kcal/mol: 12.03

Last column: Mulliken charge in e.
CARTESIAN COORDINATES (ANGSTROEM)
1 N -2.4826 1.2971 -2.2348  -0.038
2 N -1.3181 1.4912 -1.8990  0.045
3 Cl -3.6081 1.0700 -1.0677  -0.028
4 Br -0.3268 1.5385 -3.4670  0.029
5 I 0.3896 0.5059 2.0988  -0.104
6 H -1.1501 0.7506 2.5890  0.097

---

# 7
Molecular formula: C3H5BrO2S
Method: DFT, wB97M-V/def2-TZVPD

## Properties
LUMO, eV: -1.25
Net charge: 0
HOMO level, eV: -9.6
Kohn-Sham gap, eV: 8.3
DFT total energy, Ha: -3239.75764
Energy above the lowest of the compared OMol25 structures with the same formula, charge and spin, kcal/mol: 113.33

Last column: Mulliken charge in e.
CARTESIAN COORDINATES (ANGSTROEM)
1 C 0.3020 -0.6522 0.9969  -0.545
2 C -1.1007 1.0128 -0.0073  -0.257
3 C -1.8408 0.2871 -0.7363  -0.495
4 O 2.4594 0.8209 0.8492  -0.517
5 O 1.7003 -0.2288 -1.1832  -0.485
6 S 1.8417 -0.2854 0.2180  0.988
7 Br 2.5134 -2.2505 0.8284  -0.109
8 H -0.3431 -1.0961 0.1884  0.096
9 H -0.8215 2.0331 0.0374  0.382
10 H -0.3771 0.4894 0.8655  0.425
11 H -2.4951 0.6961 -1.4695  0.249
12 H -1.8387 -0.8264 -0.5875  0.267

---

Q: Look up the net charge of the fourth one.
A: +1